i | {"formula": "C4H12NO", "method": "ωB97M-V/def2-TZVPD", "symbols": ["C", "C", "C", "C", "N", "H", "H", "H", "H", "H", "H", "H", "H", "H", "H", "H", "H", "O"], "positions_angstrom": [[3.084, 0.684, -0.026], [1.703, 0.035, -0.070], [0.573, 1.019, 0.169], [-1.441, 0.526, -1.148], [-0.747, 0.315, -0.093], [3.676, 0.302, -0.865], [3.711, 0.218, 0.770], [3.195, 1.724, 0.283], [1.557, -0.754, 0.695], [1.590, -0.452, -1.061], [0.702, 1.908, -0.437], [0.444, 1.272, 1.253], [-1.242, 1.446, -1.685], [-2.235, -0.113, -1.521], [-0.830, -0.658, 0.216], [-3.230, -1.898, 1.740], [-3.521, -2.079, 0.366], [-2.730, -2.096, 0.931]], "charge": 1, "spin_multiplicity": 1, "homo_ev": -15.2, "lumo_ev": -5.1, "homo_lumo_gap_ha": 0.3717}


ii | {"formula": "C4H12NO", "method": "ωB97M-V/def2-TZVPD", "symbols": ["C", "C", "C", "C", "O", "N", "H", "H", "H", "H", "H", "H", "H", "H", "H", "H", "H", "H"], "positions_angstrom": [[0.587, -0.857, -1.200], [1.169, 0.394, -0.478], [0.405, 0.852, 0.781], [-1.171, 0.941, 0.540], [-1.701, -0.142, 0.110], [0.351, -1.836, -0.159], [1.387, -1.279, -1.809], [1.078, 3.408, 1.720], [1.275, 1.256, -1.150], [2.228, 0.291, -0.204], [0.425, -0.016, 1.448], [0.940, 1.601, 1.328], [-1.162, 1.614, -0.363], [-1.716, 1.468, 1.327], [-0.387, -0.515, -1.583], [0.250, -2.749, -0.566], [-0.479, -1.590, 0.434], [1.320, 3.494, 1.069]], "charge": 1, "spin_multiplicity": 1, "homo_ev": -14.6, "lumo_ev": -9.6, "homo_lumo_gap_ha": 0.1816}


iii | {"formula": "C4H12NO", "method": "ωB97M-V/def2-TZVPD", "symbols": ["C", "C", "C", "C", "N", "H", "H", "H", "H", "H", "H", "H", "H", "H", "H", "H", "H", "O"], "positions_angstrom": [[-0.019, 1.977, 0.716], [1.158, 1.143, 0.190], [0.521, -0.120, -0.427], [0.699, -2.504, -0.817], [1.233, -1.450, -0.306], [0.325, 2.855, 1.424], [-0.492, 2.523, -0.085], [-0.769, 1.394, 1.161], [1.718, 1.581, -0.586], [1.744, 0.793, 1.029], [-0.497, -0.352, 0.149], [0.298, 0.045, -1.452], [-0.403, -2.479, -0.882], [1.376, -3.305, -1.139], [2.124, -1.607, 0.036], [-3.666, 0.314, 0.278], [-2.585, -0.807, 0.590], [-2.765, -0.002, 0.122]], "charge": 1, "spin_multiplicity": 1, "homo_ev": -15.1, "lumo_ev": -5.5, "homo_lumo_gap_ha": 0.3529}


Relative energy of each structure, in hartree: i 0.0000; ii 0.2446; iii 0.0241.


i | {"formula": "C4H12NO", "method": "ωB97M-V/def2-TZVPD", "symbols": ["C", "C", "C", "C", "N", "H", "H", "H", "H", "H", "H", "H", "H", "H", "H", "H", "H", "O"], "positions_angstrom": [[-0.308, 1.326, -0.164], [1.128, 0.858, -0.162], [1.507, -0.017, 1.017], [1.849, 0.498, 2.178], [-1.238, 0.177, -0.485], [-0.612, 1.735, 0.785], [-0.420, 2.102, -0.913], [1.370, 0.338, -1.094], [1.785, 1.722, -0.244], [1.554, -1.070, 0.796], [2.150, -0.040, 3.066], [2.008, 1.567, 2.319], [-0.759, -0.423, -1.153], [-1.411, -0.377, 0.352], [-2.137, 0.552, -0.773], [-2.507, -2.867, -1.248], [-1.474, -2.769, -2.323], [-1.927, -2.212, -1.671]], "charge": 1, "spin_multiplicity": 1, "homo_ev": -13.7, "lumo_ev": -3.3, "homo_lumo_gap_ha": 0.3812}


ii | {"formula": "C4H12NO", "method": "ωB97M-V/def2-TZVPD", "symbols": ["C", "O", "C", "C", "H", "H", "H", "H", "H", "H", "H", "H", "C", "N", "H", "H", "H", "H"], "positions_angstrom": [[-0.993, 1.924, 0.489], [-1.294, 2.585, -0.771], [-0.093, 0.700, 0.135], [0.398, -0.076, 1.368], [-0.485, 2.554, 1.231], [-1.927, 1.572, 0.996], [-1.936, 3.304, -0.594], [-0.594, 0.127, -0.622], [0.808, 1.051, -0.375], [-0.404, -0.687, 1.809], [1.260, -0.732, 1.077], [0.789, 0.603, 2.143], [1.385, -2.340, -1.207], [0.121, -2.024, -1.078], [1.989, -1.726, -0.571], [1.770, -3.038, -1.931], [-0.549, -2.423, -1.722], [-0.246, -1.373, -0.376]], "charge": 1, "spin_multiplicity": 1, "homo_ev": -13.5, "lumo_ev": -5.9, "homo_lumo_gap_ha": 0.2824}


Relative energy of each structure, in hartree: i 0.0000; ii 0.0490.


i | {"formula": "C10H14N2S", "method": "ωB97M-V/def2-TZVPD", "symbols": ["C", "C", "C", "C", "C", "C", "C", "C", "C", "C", "N", "N", "S", "H", "H", "H", "H", "H", "H", "H", "H", "H", "H", "H", "H", "H", "H"], "positions_angstrom": [[1.547, -1.736, 0.465], [-0.236, -0.319, 0.071], [-0.598, 0.508, -0.852], [-0.464, -0.169, 1.513], [-1.280, 1.849, -0.543], [-0.804, 1.295, 1.954], [-1.760, 1.945, 0.935], [1.771, 0.276, -2.393], [0.467, -1.643, -0.221], [-0.279, -2.637, -1.051], [2.418, -1.584, 1.347], [2.465, 0.503, -1.369], [-0.018, 0.301, -2.525], [-1.386, -0.694, 1.749], [0.289, -0.682, 2.098], [-0.939, 2.921, -0.685], [-2.135, 1.806, -1.281], [-1.113, 1.290, 3.022], [0.189, 1.690, 1.904], [-1.790, 2.997, 1.218], [-2.816, 1.544, 1.151], [2.295, 0.148, -3.318], [-1.043, -3.205, -0.483], [0.422, -3.543, -1.293], [-0.666, -2.151, -1.931], [3.386, -1.348, 0.984], [2.077, 0.637, -0.466]], "charge": 0, "spin_multiplicity": 1, "homo_ev": -8.6, "lumo_ev": 0.7, "homo_lumo_gap_ha": 0.3396}


ii | {"formula": "C10H14N2S", "method": "ωB97M-V/def2-TZVPD", "symbols": ["S", "C", "C", "C", "C", "C", "C", "N", "N", "C", "C", "C", "C", "H", "H", "H", "H", "H", "H", "H", "H", "H", "H", "H", "H", "H", "H"], "positions_angstrom": [[0.928, -1.730, 0.601], [2.411, 0.463, -0.019], [2.659, 1.778, -0.416], [0.276, 2.178, -0.609], [1.106, 0.009, 0.127], [1.586, 2.598, -0.727], [0.037, 0.871, -0.157], [1.809, 3.886, -1.106], [-1.264, 0.609, 0.139], [-1.355, -2.986, 1.458], [-1.306, -2.172, -0.910], [-1.608, -0.525, 0.985], [-0.928, -1.855, 0.521], [3.261, -0.188, 0.221], [3.658, 2.140, -0.514], [-0.543, 2.824, -0.841], [2.756, 4.270, -0.925], [1.034, 4.509, -1.372], [-1.911, 0.829, -0.606], [-1.167, -3.913, 0.932], [-0.795, -2.905, 2.382], [-2.424, -2.933, 1.701], [-2.351, -2.438, -0.992], [-1.152, -1.333, -1.611], [-0.740, -3.043, -1.245], [-1.308, -0.305, 2.007], [-2.669, -0.634, 0.975]], "charge": 0, "spin_multiplicity": 1, "homo_ev": -7.0, "lumo_ev": 0.8, "homo_lumo_gap_ha": 0.2878}


Relative energy of each structure, in hartree: i 0.1323; ii 0.0000.


i | {"formula": "CH8NS2", "method": "ωB97M-V/def2-TZVPD", "symbols": ["N", "H", "H", "H", "H", "C", "S", "S", "H", "H", "H", "H"], "positions_angstrom": [[0.676, 2.004, -1.985], [1.339, 1.412, -1.422], [0.459, 2.840, -1.439], [1.227, 2.126, -2.834], [-0.190, 1.455, -2.089], [-0.257, -1.546, 2.297], [0.203, -0.660, 0.852], [-1.344, -0.673, -0.263], [0.508, -1.345, 3.051], [-0.328, -2.636, 2.174], [-1.198, -1.384, 2.804], [-1.094, -1.595, -1.146]], "charge": 1, "spin_multiplicity": 1, "homo_ev": -12.5, "lumo_ev": -4.2, "homo_lumo_gap_ha": 0.3035}


ii | {"formula": "CH8NS2", "method": "ωB97M-V/def2-TZVPD", "symbols": ["N", "H", "H", "H", "H", "C", "S", "S", "H", "H", "H", "H"], "positions_angstrom": [[0.658, 2.394, -0.015], [1.225, 2.162, 0.794], [0.213, 1.478, -0.351], [1.278, 2.679, -0.776], [-0.018, 3.131, 0.142], [-0.195, -2.429, 0.711], [-0.832, -0.779, 0.925], [-0.831, -0.106, -1.082], [-0.675, -3.011, -0.075], [0.865, -2.446, 0.457], [-0.305, -3.068, 1.590], [-1.382, -0.006, -2.322]], "charge": 1, "spin_multiplicity": 1, "homo_ev": -13.0, "lumo_ev": -5.1, "homo_lumo_gap_ha": 0.2914}


Relative energy of each structure, in hartree: i 0.0000; ii 0.0391.


i | {"formula": "C33H51BrN8O4Rb", "method": "ωB97M-V/def2-TZVPD", "symbols": ["Rb", "C", "O", "C", "C", "O", "C", "C", "O", "C", "H", "H", "H", "H", "H", "H", "H", "H", "H", "H", "H", "H", "H", "H", "Br", "C", "C", "C", "C", "C", "C", "N", "N", "C", "C", "C", "C", "O", "C", "N", "C", "C", "C", "C", "H", "H", "H", "H", "H", "H", "H", "H", "H", "N", "C", "C", "C", "N", "C", "C", "N", "C", "H", "H", "H", "H", "H", "H", "H", "H", "H", "H", "H", "H", "H", "H", "H", "H", "C", "C", "N", "C", "C", "N", "C", "C", "H", "H", "H", "H", "H", "H", "H", "H", "H", "H", "H", "H"], "positions_angstrom": [[-0.587, -1.027, -1.451], [2.735, -0.568, -3.352], [1.716, -1.552, -3.380], [1.027, -1.523, -4.623], [0.102, -2.714, -4.710], [-1.046, -2.622, -3.880], [-2.113, -1.868, -4.451], [-3.373, -2.167, -3.673], [-3.376, -1.573, -2.383], [-3.963, -0.273, -2.375], [3.396, -0.666, -4.219], [3.327, -0.745, -2.453], [2.305, 0.435, -3.321], [1.750, -1.586, -5.445], [0.482, -0.576, -4.731], [0.644, -3.604, -4.387], [-0.203, -2.857, -5.752], [-2.253, -2.158, -5.498], [-1.894, -0.793, -4.423], [-3.450, -3.247, -3.531], [-4.245, -1.832, -4.244], [-4.998, -0.325, -2.722], [-3.392, 0.434, -2.979], [-3.951, 0.081, -1.345], [0.621, 2.920, 6.023], [0.583, 3.988, 4.452], [1.735, 4.628, 4.029], [1.681, 5.440, 2.905], [0.498, 5.575, 2.189], [-0.652, 4.920, 2.626], [-0.613, 4.136, 3.766], [0.413, 6.598, 1.186], [-0.068, 6.399, 0.063], [-0.277, 5.082, -0.453], [-1.541, 4.763, -0.906], [-1.840, 3.532, -1.464], [-0.859, 2.545, -1.711], [-1.127, 1.417, -2.222], [0.516, 2.947, -1.377], [1.519, 2.108, -1.742], [2.764, 2.467, -1.529], [3.134, 3.671, -0.902], [2.146, 4.522, -0.501], [0.787, 4.193, -0.728], [2.653, 4.531, 4.592], [2.553, 6.004, 2.598], [-1.585, 5.064, 2.099], [-1.513, 3.663, 4.136], [-2.324, 5.504, -0.787], [-2.853, 3.311, -1.777], [3.538, 1.797, -1.905], [4.179, 3.923, -0.776], [2.400, 5.473, -0.054], [3.230, -0.181, 0.263], [3.527, 0.059, 1.730], [3.398, -1.274, 2.462], [1.963, -1.813, 2.427], [1.657, -2.268, 1.050], [0.972, -0.750, 2.909], [1.122, 0.642, 2.300], [0.655, 0.679, 0.907], [2.579, 1.099, 2.305], [4.050, -0.543, -0.218], [2.904, 0.662, -0.223], [2.460, -0.908, 0.232], [4.551, 0.429, 1.783], [3.703, -1.114, 3.497], [4.088, -2.014, 2.044], [1.901, -2.654, 3.126], [0.656, -2.459, 0.958], [2.132, -3.150, 0.882], [1.096, -0.650, 3.990], [-0.051, -1.101, 2.744], [0.556, 1.335, 2.926], [0.788, 1.619, 0.538], [-0.354, 0.564, 0.883], [2.898, 1.289, 3.331], [2.671, 2.050, 1.768], [-1.641, -4.110, -0.218], [-2.774, -5.081, 0.206], [-3.397, -4.613, 1.441], [-2.411, -4.645, 2.516], [-1.160, -3.823, 2.108], [-1.405, -3.106, 0.841], [-2.637, -2.305, 1.007], [-3.852, -3.238, 1.250], [-1.907, -3.582, -1.136], [-0.704, -4.643, -0.399], [-2.390, -6.088, 0.373], [-3.541, -5.144, -0.568], [-2.147, -5.683, 2.723], [-2.876, -4.237, 3.414], [-0.295, -4.475, 1.960], [-0.899, -3.096, 2.879], [-2.803, -1.704, 0.111], [-2.477, -1.628, 1.851], [-4.529, -3.220, 0.395], [-4.418, -2.925, 2.129]], "charge": 1, "spin_multiplicity": 1, "homo_ev": -8.7, "lumo_ev": -2.5, "homo_lumo_gap_ha": 0.2292}


ii | {"formula": "C33H51BrN8O4Rb", "method": "ωB97M-V/def2-TZVPD", "symbols": ["Rb", "C", "O", "C", "C", "O", "C", "C", "O", "C", "H", "H", "H", "H", "H", "H", "H", "H", "H", "H", "H", "H", "H", "H", "Br", "C", "C", "C", "C", "C", "C", "N", "N", "C", "C", "C", "C", "O", "C", "N", "C", "C", "C", "C", "H", "H", "H", "H", "H", "H", "H", "H", "H", "N", "C", "C", "C", "N", "C", "C", "N", "C", "H", "H", "H", "H", "H", "H", "H", "H", "H", "H", "H", "H", "H", "H", "H", "H", "C", "C", "N", "C", "C", "N", "C", "C", "H", "H", "H", "H", "H", "H", "H", "H", "H", "H", "H", "H"], "positions_angstrom": [[-0.943, -1.078, -0.482], [-2.353, -1.259, 2.876], [-2.924, -1.354, 1.576], [-3.141, -2.719, 1.228], [-3.779, -2.803, -0.144], [-2.880, -2.607, -1.229], [-2.058, -3.741, -1.533], [-1.383, -3.502, -2.867], [-0.348, -2.537, -2.790], [0.954, -3.105, -2.670], [-2.963, -1.801, 3.604], [-2.334, -0.203, 3.148], [-1.330, -1.642, 2.884], [-3.814, -3.179, 1.961], [-2.190, -3.267, 1.259], [-4.532, -2.018, -0.228], [-4.280, -3.770, -0.255], [-2.691, -4.632, -1.597], [-1.295, -3.898, -0.759], [-2.130, -3.130, -3.574], [-0.996, -4.451, -3.251], [1.183, -3.714, -3.548], [1.045, -3.699, -1.758], [1.660, -2.279, -2.613], [4.598, 3.341, 1.726], [5.083, 1.593, 2.291], [5.593, 1.407, 3.563], [5.914, 0.121, 3.974], [5.688, -0.961, 3.136], [5.241, -0.750, 1.836], [4.935, 0.531, 1.411], [6.063, -2.266, 3.613], [5.308, -3.240, 3.475], [4.002, -3.102, 2.918], [3.680, -3.985, 1.914], [2.521, -3.848, 1.148], [1.629, -2.786, 1.342], [0.634, -2.544, 0.577], [1.875, -1.955, 2.525], [0.932, -1.034, 2.850], [1.063, -0.368, 3.971], [2.127, -0.540, 4.870], [3.111, -1.424, 4.533], [3.029, -2.146, 3.322], [5.743, 2.250, 4.223], [6.326, -0.052, 4.961], [5.110, -1.589, 1.164], [4.583, 0.703, 0.402], [4.392, -4.771, 1.689], [2.320, -4.539, 0.338], [0.268, 0.337, 4.223], [2.155, 0.008, 5.802], [3.942, -1.601, 5.202], [-2.323, 2.900, 2.328], [-1.522, 4.155, 2.016], [-1.932, 4.653, 0.630], [-1.534, 3.666, -0.473], [-2.386, 2.457, -0.336], [-0.043, 3.335, -0.385], [0.459, 2.901, 0.994], [-0.026, 1.550, 1.307], [-0.028, 3.862, 2.077], [-3.244, 3.131, 2.695], [-1.845, 2.295, 2.990], [-2.422, 2.389, 1.402], [-1.780, 4.891, 2.777], [-1.427, 5.606, 0.462], [-3.006, 4.859, 0.591], [-1.712, 4.129, -1.446], [-1.950, 1.639, -0.745], [-3.274, 2.592, -0.806], [0.504, 4.234, -0.680], [0.208, 2.574, -1.131], [1.552, 2.946, 0.985], [0.307, 1.263, 2.226], [0.444, 0.875, 0.715], [0.486, 4.819, 1.964], [0.251, 3.486, 3.067], [-2.860, 0.194, -3.743], [-3.464, 0.860, -5.008], [-2.393, 1.382, -5.857], [-1.686, 2.438, -5.139], [-1.198, 1.900, -3.767], [-1.415, 0.449, -3.676], [-0.770, -0.181, -4.841], [-1.449, 0.301, -6.149], [-3.010, -0.887, -3.746], [-3.328, 0.577, -2.829], [-4.122, 1.692, -4.746], [-4.054, 0.147, -5.587], [-2.357, 3.292, -5.016], [-0.848, 2.767, -5.756], [-1.753, 2.373, -2.952], [-0.135, 2.105, -3.613], [-0.830, -1.261, -4.722], [0.289, 0.086, -4.816], [-2.002, -0.508, -6.629], [-0.714, 0.665, -6.869]], "charge": 1, "spin_multiplicity": 1, "homo_ev": -8.6, "lumo_ev": -2.8, "homo_lumo_gap_ha": 0.2115}


Relative energy of each structure, in hartree: i 0.0000; ii 0.0364.


i | {"formula": "C3H4N3", "method": "ωB97M-V/def2-TZVPD", "symbols": ["C", "C", "C", "N", "N", "N", "H", "H", "H", "H"], "positions_angstrom": [[1.258, -0.136, 0.425], [-0.170, -0.122, 0.383], [-1.380, -0.493, -0.275], [2.577, 0.012, -1.501], [1.966, 0.183, -0.571], [0.376, 0.800, 1.145], [-1.252, 0.055, -1.186], [-2.307, -0.135, 0.329], [-1.376, -1.547, -0.722], [0.309, 1.383, 1.971]], "charge": 1, "spin_multiplicity": 1, "homo_ev": [-14.2, -14.2], "lumo_ev": [-5.7, -5.7], "homo_lumo_gap_ha": [0.3120, 0.3120]}


ii | {"formula": "C3H4N3", "method": "ωB97M-V/def2-TZVPD", "symbols": ["C", "C", "C", "N", "N", "N", "H", "H", "H", "H"], "positions_angstrom": [[0.402, -0.612, 0.151], [-0.135, 0.715, 0.024], [1.302, 0.709, -0.065], [-2.530, -1.006, -0.076], [-1.377, 1.023, 0.115], [-2.067, -0.013, 0.052], [0.431, -1.317, -0.669], [1.837, 1.357, 0.538], [1.766, 0.399, -1.117], [0.371, -1.255, 1.047]], "charge": 1, "spin_multiplicity": 1, "homo_ev": -16.6, "lumo_ev": -6.5, "homo_lumo_gap_ha": 0.3703}


Relative energy of each structure, in hartree: i 0.0000; ii 0.0045.